Record 1
A molecular structure, C36H28AsBeN5OS. Source: the Open Molecules 2025 dataset; level of theory: ωB97M-V/def2-TZVPD.

```
73
Properties=species:S:1:pos:R:3:forces:R:3:lowdin_charge:R:1
Be 1.12005 1.80266 0.75753 -0.6 -0.6 0.4 0.04
C -3.11235 0.64616 3.99953 -0.1 0.0 0.0 -0.10
C -2.15805 -0.10704 3.33483 -0.1 0.0 0.1 -0.08
C -1.27085 0.49716 2.46783 0.2 0.2 -0.1 -0.05
C -1.32545 1.87306 2.21873 -0.7 -0.5 0.5 -0.25
C -2.26935 2.62736 2.92833 0.2 0.1 -0.1 -0.04
C -3.14765 2.01616 3.80033 -0.1 0.0 0.0 -0.09
N -0.39215 2.43256 1.37603 0.6 0.9 -0.4 0.10
C -0.58245 3.58576 0.71183 0.2 -0.9 0.3 -0.17
C -1.79785 4.24496 0.44313 -0.7 0.6 -0.3 -0.02
C -1.80145 5.45836 -0.19927 -0.3 -0.7 0.4 -0.06
C -0.60795 6.09356 -0.57847 0.9 0.2 -0.1 -0.08
C 0.59685 5.46266 -0.39817 -0.2 0.4 -0.2 0.00
C 0.61605 4.17906 0.17483 -0.2 0.3 -0.5 -0.17
N 1.62635 3.32756 0.30473 1.9 0.1 0.3 0.01
N 2.91115 3.54166 0.30823 -2.0 1.8 -1.1 0.15
C 3.52445 2.47026 0.84733 1.2 -1.8 0.8 -0.29
C 4.92675 2.36806 0.85293 -0.7 0.4 -0.2 0.01
C 5.51755 1.30576 1.48653 -0.3 -0.5 0.3 -0.04
C 4.70895 0.34776 2.10563 0.3 0.3 -0.1 -0.04
C 3.34045 0.50386 2.05103 0.0 -0.4 0.2 -0.12
N 2.74885 1.52396 1.44323 0.1 0.5 -0.3 0.10
H -3.80755 0.17906 4.67923 -0.1 -0.1 0.1 0.10
H -2.11045 -1.17464 3.49083 0.1 -0.1 0.0 0.11
H -0.50515 -0.08724 1.98063 0.0 -0.1 -0.1 0.05
H -2.26455 3.70356 2.83283 -0.1 0.0 0.0 0.11
H -3.86795 2.62616 4.32543 -0.1 0.0 0.1 0.10
H -2.72875 3.76516 0.70583 0.0 0.0 0.0 0.11
H -2.74725 5.92946 -0.43277 0.0 0.0 0.0 0.11
H -0.65125 7.06106 -1.05607 0.1 0.0 0.0 0.10
H 1.52835 5.89616 -0.73257 0.0 0.0 -0.1 0.12
H 5.49365 3.13726 0.35863 0.1 0.1 -0.1 0.11
H 6.59245 1.20896 1.51943 0.1 0.0 0.0 0.11
H 5.13565 -0.49334 2.62763 0.0 -0.1 0.0 0.11
H 2.68555 -0.21384 2.52313 -0.1 -0.1 0.0 0.11
S 1.13235 -0.77334 0.09083 0.1 -0.4 0.2 0.70
C 1.24955 -3.92724 -0.24217 -0.6 0.2 0.2 -0.36
N 2.35855 -4.72524 -0.31927 -0.3 0.2 0.3 -0.06
O 0.85005 0.73906 -0.35267 0.0 0.9 -0.2 -0.67
As -0.06725 -1.87514 -1.38687 0.2 -1.6 -0.4 1.20
C 0.95495 -3.44794 -1.55627 -1.0 0.8 0.2 -0.37
C 0.87045 -3.81804 1.09843 -0.4 0.3 -0.3 -0.13
C 1.80645 -4.57364 1.82213 0.3 -0.1 0.0 -0.13
C 2.71535 -5.11924 0.93923 0.3 -0.4 0.6 -0.11
C 2.80445 -4.76404 -1.61597 0.3 0.3 -1.1 -0.09
C 1.99865 -3.95604 -2.38067 0.3 -0.1 -0.2 -0.13
C -1.84335 -2.41164 -0.77247 0.2 0.3 0.0 -0.32
C -2.33625 -3.66584 -1.10947 0.4 0.0 -0.2 -0.08
C -3.62835 -4.01474 -0.75377 0.0 0.0 0.0 -0.07
C -4.42455 -3.12034 -0.05637 0.0 0.0 0.0 -0.08
C -3.92445 -1.87924 0.30103 0.0 0.1 0.0 -0.08
C -2.63565 -1.52404 -0.05867 0.2 0.2 0.1 -0.12
C -0.39485 -0.73044 -2.89427 0.2 -0.2 0.2 -0.33
C -1.48625 0.12576 -2.89987 -0.1 0.0 0.2 -0.08
C -1.69945 0.94526 -3.99527 0.0 0.0 0.0 -0.07
C -0.83365 0.89626 -5.07617 0.0 0.0 0.0 -0.08
C 0.26665 0.05256 -5.05487 0.0 0.0 -0.1 -0.07
C 0.49355 -0.75924 -3.95777 0.2 -0.2 0.1 -0.08
H 0.01205 -3.27844 1.46883 0.0 -0.1 0.1 0.07
H 1.82385 -4.68954 2.88893 0.0 -0.1 0.2 0.08
H 3.57145 -5.73644 1.12583 0.1 -0.1 0.0 0.09
H 3.65205 -5.34694 -1.92187 0.1 -0.1 0.0 0.10
H 2.12775 -3.78874 -3.43777 0.0 0.0 0.0 0.08
H -1.69125 -4.35244 -1.64827 -0.1 0.0 0.0 0.11
H -4.02075 -4.98654 -1.01227 0.0 -0.1 -0.1 0.10
H -5.43565 -3.38984 0.21063 -0.1 0.0 0.0 0.10
H -4.53405 -1.18564 0.85933 -0.1 0.1 0.1 0.10
H -2.22955 -0.56114 0.23663 -0.1 0.0 0.0 0.09
H -2.16475 0.14976 -2.05397 0.0 0.0 -0.1 0.10
H -2.54125 1.62306 -4.00327 -0.1 0.0 0.0 0.11
H -1.01895 1.51916 -5.93947 0.0 0.1 0.0 0.10
H 0.94475 0.03246 -5.89387 0.1 0.0 -0.1 0.11
H 1.35255 -1.42144 -3.90677 0.0 0.1 -0.1 0.10
```
Forces are in eV/Å.

Lowest unoccupied orbital energy (alpha / beta) ... -2.0 / -1.8 eV
Relative energy (zero: lowest compared OMol25 entry of this formula, charge and spin) ... 324.13 kJ/mol
Total charge ... 0
Kohn-Sham gap (alpha / beta) ... 3.4 / 3.6 eV
Strongest force on any atom ... 0.0568 Eh/bohr

Record 2
A molecular structure, C30H26Cl2N5O6PdS2. Source: the Open Molecules 2025 dataset; level of theory: ωB97M-V/def2-TZVPD.

```
72
Properties=species:S:1:pos:R:3:forces:R:3:mulliken_spin:R:1
Pd 0.51741 1.72430 -0.49508 0.4 -0.3 0.1 1.46
C -0.35279 -3.85266 4.53803 0.0 0.0 0.0 0.00
C -0.20569 -2.41763 4.11701 0.0 0.0 0.0 0.02
C 0.59061 -1.53839 4.84685 0.0 0.0 0.0 -0.01
C 0.72323 -0.21218 4.46780 0.0 0.0 0.0 0.02
C 0.04231 0.23505 3.34624 0.0 0.0 0.0 0.00
C -0.76049 -0.61843 2.59724 0.0 0.0 0.0 0.01
C -0.87518 -1.93958 2.98833 0.0 0.0 0.0 -0.01
S 0.22177 1.90088 2.82916 0.0 -0.1 0.2 0.00
O 0.66088 2.72985 3.91416 0.0 -0.1 0.0 0.00
O -0.97994 2.27009 2.10926 0.0 -0.2 0.0 0.02
N 1.40674 1.72369 1.69266 -0.4 0.4 -0.2 0.49
C 2.56034 2.46574 1.81339 0.1 -0.1 0.0 0.10
C 2.80259 3.27737 0.33330 0.0 0.0 0.1 0.09
O 3.19214 4.40232 0.47589 0.0 0.0 0.0 0.20
O 2.56850 2.51739 -0.63246 0.0 0.0 -0.1 0.16
H 0.03257 -4.01168 5.54339 0.0 0.0 0.0 0.00
H 0.19599 -4.51491 3.86569 0.0 0.0 0.0 0.00
H -1.39907 -4.15844 4.52028 0.0 0.0 0.0 0.00
H 1.10137 -1.89251 5.73324 0.0 0.0 0.0 0.00
H 1.32538 0.47727 5.04509 0.0 0.0 0.0 0.00
H -1.30306 -0.23734 1.74095 0.0 0.0 0.0 0.00
H -1.51853 -2.60647 2.42513 0.0 0.0 0.0 0.00
H 3.47781 1.87101 1.70004 0.0 0.0 0.0 0.07
H 2.61799 3.14786 2.65856 0.0 0.0 0.0 0.00
Cl -4.57921 0.95204 -1.30792 0.0 0.0 0.0 0.06
C -3.41676 1.41864 -2.45369 0.0 0.0 0.0 0.19
C -3.79295 1.74937 -3.74385 0.0 0.0 0.0 -0.09
C -2.85029 2.12994 -4.68071 0.0 0.0 0.0 0.25
Cl -3.37012 2.53049 -6.25535 0.0 0.0 0.0 0.06
C -1.45073 2.19315 -4.36243 0.0 0.0 0.0 0.00
C -0.44198 2.57145 -5.26438 0.0 0.0 0.0 0.04
C 0.86289 2.60418 -4.83924 0.0 0.0 0.0 -0.01
C 1.16026 2.25650 -3.51801 0.0 0.0 0.0 0.00
N 0.21979 1.88265 -2.67213 -0.1 0.1 0.0 0.14
C -1.06144 1.86012 -3.06236 0.0 0.0 -0.1 0.08
C -2.03754 1.46648 -2.03663 0.0 0.0 0.0 0.14
O -1.67784 1.17737 -0.88401 0.0 0.1 0.1 0.31
H -4.83717 1.71133 -4.02073 0.0 0.0 0.0 0.00
H -0.70067 2.83878 -6.27951 0.0 0.0 0.0 0.01
H 1.65936 2.90048 -5.50628 0.0 0.0 0.0 0.00
H 2.16937 2.29403 -3.12587 0.0 0.0 0.0 0.00
C 0.48422 6.22885 -0.54551 0.0 0.0 0.0 0.00
C -0.03108 4.92704 -0.00924 -0.1 0.1 0.2 0.01
N -0.49878 4.89912 1.23470 0.0 0.2 -0.1 0.00
O 0.00161 3.90815 -0.72384 0.0 -0.1 -0.1 0.06
H 0.10613 7.08832 0.00394 0.0 0.0 0.0 0.00
H 0.21871 6.31209 -1.59650 0.0 0.0 0.0 0.00
H 1.57285 6.20432 -0.46804 0.0 0.0 0.0 0.00
H -0.48390 5.72373 1.80841 0.0 0.0 0.0 0.00
H -0.84606 4.02626 1.62125 0.0 0.0 0.0 0.00
S 2.05814 -4.86285 -0.43518 0.0 0.0 0.1 0.00
C 1.62705 -3.14999 -0.46865 -0.1 -0.1 -0.1 -0.01
C 2.41063 -2.23752 0.22611 0.1 0.0 0.0 0.01
C 2.07984 -0.89691 0.17969 0.0 0.0 0.0 -0.02
N 1.03194 -0.43391 -0.50199 0.0 0.0 -0.1 0.13
C 0.28816 -1.31054 -1.18603 0.0 0.0 0.1 -0.02
C 0.54703 -2.66345 -1.20338 0.0 0.0 0.1 0.00
C 0.43749 -5.60080 -0.43306 0.1 0.1 0.0 0.00
C 0.08180 -6.51213 -1.41177 0.0 0.0 0.0 0.00
C -1.18638 -7.08080 -1.34564 0.0 0.0 0.0 0.00
N -2.07521 -6.78749 -0.40479 0.0 0.0 0.0 0.00
C -1.71459 -5.91379 0.53318 0.0 0.0 0.0 0.00
C -0.47340 -5.30100 0.57182 0.0 0.0 0.0 0.00
H 3.25800 -2.56489 0.81274 0.0 0.0 0.0 0.00
H 2.65477 -0.16390 0.72565 0.0 0.0 0.0 0.00
H -0.55294 -0.90619 -1.73256 0.0 0.0 0.0 0.01
H -0.08823 -3.32826 -1.77148 0.0 0.0 0.0 0.00
H 0.76623 -6.77565 -2.20645 0.0 0.0 0.0 0.00
H -1.49894 -7.79954 -2.09425 0.0 0.0 0.0 0.00
H -2.45342 -5.70123 1.29778 0.0 0.0 0.0 0.00
H -0.21958 -4.60669 1.36199 0.0 0.0 0.0 0.00
```
Forces are in eV/Å.

Lowest unoccupied orbital energy (alpha / beta) ... -3.6 / -5.5 eV
Relative energy (zero: lowest compared OMol25 entry of this formula, charge and spin) ... 0.00 kJ/mol
Total charge ... +1
⟨S²⟩ ... 6.046
Kohn-Sham gap (alpha / beta) ... 7.6 / 5.9 eV
Strongest force on any atom ... 0.0117 Eh/bohr
Spin multiplicity ... 5

Record 3
C3H4N2O2 in the gas phase. Source: the Open Molecules 2025 dataset; level of theory: ωB97M-V/def2-TZVPD.

```
11
Properties=species:S:1:pos:R:3:forces:R:3:lowdin_charge:R:1
C 0.57438 1.26972 0.70668 0.9 -0.8 -2.6 -0.18
C 0.22297 -0.00560 1.42872 -2.5 0.5 -1.5 -0.29
C -0.09712 -0.97268 -1.08169 1.8 -1.4 0.5 -0.18
N -1.30233 -0.32711 -0.74538 -0.5 3.5 -1.6 0.01
N -0.61105 -0.88144 0.28650 1.3 -1.5 3.3 -0.02
O -0.28467 1.97643 0.16561 1.6 -0.8 1.4 0.02
O 0.20568 -0.38494 2.53883 0.5 -0.3 -0.2 0.17
H 1.64356 1.09522 0.18886 -1.6 1.1 1.2 0.16
H -0.12774 -1.94213 -1.56788 -0.4 0.0 0.1 0.10
H 0.91785 -0.56174 -1.12999 -0.7 0.8 -0.6 0.10
H -1.14152 0.73427 -0.79026 -0.6 -1.2 0.0 0.11
```
Forces are in eV/Å.

Lowest unoccupied orbital energy (alpha / beta) ... -0.7 / -0.7 eV
Relative energy (zero: lowest compared OMol25 entry of this formula, charge and spin) ... 582.50 kJ/mol
Total charge ... 0
SMILES string ... O=CC(=O)N1CN1
Kohn-Sham gap (alpha / beta) ... 8.5 / 8.5 eV
Strongest force on any atom ... 0.0757 Eh/bohr

Record 4
A molecular structure, C38H51F9N2NbO29P2. Source: the Open Molecules 2025 dataset; level of theory: ωB97M-V/def2-TZVPD.

```
132
Properties=species:S:1:pos:R:3:forces:R:3:lowdin_charge:R:1
C 6.75160 1.66885 1.53044 0.6 0.6 -0.6 -0.16
C 6.78216 1.03022 0.01116 -0.1 0.1 0.5 -0.25
C 6.01327 -0.41869 -0.12894 1.3 -0.9 -0.5 -0.35
N 4.88540 -0.39688 -1.18104 -0.3 2.7 2.2 -0.26
Nb 3.00949 -0.06263 -0.18103 4.5 -3.4 -1.0 1.40
O 3.23718 -1.98622 0.73590 -0.3 3.3 0.6 -0.50
C 2.83848 2.05814 -1.05895 -0.6 1.9 0.8 -0.37
C 1.91842 2.91299 0.04535 -0.9 1.4 1.4 -0.27
C 2.69372 3.22228 1.49389 -4.0 1.9 0.4 -0.09
C 1.91875 4.01190 2.70668 -1.5 -1.2 -4.5 -0.05
C 0.33591 4.49990 2.47818 1.9 -1.7 -2.6 -0.20
C -0.36636 5.24293 3.77160 1.0 -1.1 -0.1 -0.13
C -0.37793 4.21411 1.02847 2.9 -0.8 0.9 -0.05
C 0.37839 3.41347 -0.22733 2.4 0.7 4.1 -0.06
P 1.61222 -1.06012 -2.06423 -2.4 0.9 0.1 0.45
N 0.28622 -0.13725 -2.34774 0.5 0.4 0.4 -0.46
P 0.85764 0.21313 1.15986 -2.4 -3.1 1.9 0.50
O 0.41111 -1.25030 1.66491 0.9 2.7 -0.9 -0.69
H 7.76299 1.38753 2.04769 -2.1 0.5 -0.6 0.06
H 6.74493 2.84748 1.40787 0.0 -2.4 0.4 0.07
H 5.82062 1.35919 2.16870 1.8 0.4 -1.4 0.05
H 6.33632 1.85011 -0.70398 0.7 -1.8 1.2 0.09
H 7.90311 0.87149 -0.29823 -2.1 0.4 0.6 0.10
H 5.62276 -0.84543 0.89606 0.8 1.1 -2.1 0.08
H 6.83282 -1.19323 -0.51471 -1.6 1.5 0.8 0.10
H 5.11529 0.41251 -1.81994 -0.2 -1.4 0.5 0.03
H 3.91171 0.64456 1.24485 -0.7 0.2 0.4 -0.08
H 3.05661 -1.80943 1.70641 0.0 -0.6 -1.5 -0.01
H 2.39232 2.08982 -2.14374 0.7 0.0 2.3 0.02
H 3.92468 2.55060 -1.08934 -2.3 -0.9 0.1 0.05
H 3.81324 2.87035 1.64390 -2.7 0.8 -0.5 0.05
H 2.48995 4.20822 3.70892 -1.3 -0.4 -2.1 0.08
H 0.29214 6.18204 4.01735 -1.7 -1.7 -0.5 0.06
H -1.50822 5.46738 3.64407 2.4 -0.3 0.0 0.08
H -0.24825 4.51123 4.70631 -0.3 1.5 -2.1 0.08
H -1.49403 4.60101 0.87345 2.7 -1.0 0.4 0.08
H -0.17367 3.19904 -1.26322 1.4 0.5 2.6 0.10
H 2.44828 -1.20138 -3.23807 -0.5 -0.6 0.5 -0.09
H 1.11043 -2.34230 -1.60131 0.9 0.2 -0.9 -0.07
H 0.28449 0.70488 -1.72307 0.2 -1.1 -0.8 -0.13
H -0.28048 0.70855 0.38386 0.8 0.3 0.8 -0.05
H 1.04541 1.00599 2.35761 -0.5 0.2 -0.8 -0.05
C 3.31922 -2.36512 -6.51949 -1.3 -0.3 0.1 -0.07
C 4.49308 -2.73962 -7.35823 0.1 -0.2 -0.6 -0.33
O 5.51579 -1.88875 -6.89242 -0.2 -0.2 0.8 0.14
C 5.21126 -1.65072 -5.58579 1.4 1.2 2.3 -0.51
O 5.99484 -1.18752 -4.77382 -1.7 -1.1 -1.9 0.13
O 3.92176 -2.00182 -5.29356 1.3 0.2 -0.1 0.05
F 4.26481 -2.45775 -8.66058 0.1 0.0 -0.5 0.07
H 2.76789 -1.50820 -6.92087 0.2 -0.1 -0.1 0.15
H 2.62326 -3.19721 -6.38286 0.2 0.1 0.2 0.15
H 4.80590 -3.78381 -7.25184 -0.1 0.2 -0.2 0.15
C -2.91250 -0.03612 3.86896 0.8 -0.7 0.9 -0.06
C -3.93931 -0.50907 2.89753 -0.1 -0.5 -0.3 -0.33
O -4.58171 0.67851 2.49274 0.6 0.7 -0.1 0.14
C -3.63344 1.65054 2.60508 0.3 2.6 -0.9 -0.50
O -3.72034 2.75396 2.09247 0.1 -2.3 1.2 0.12
O -2.56829 1.23543 3.35649 -0.9 0.7 -0.9 0.07
F -4.85099 -1.30016 3.50637 -0.4 -0.3 0.2 0.08
H -3.30931 0.07676 4.88345 -0.1 -0.1 -0.3 0.11
H -2.03977 -0.69372 3.90482 0.0 0.3 -0.1 0.15
H -3.52651 -1.02127 2.02187 -0.5 0.6 0.5 0.15
C -2.69932 -4.15955 -0.00433 0.2 0.9 -1.5 -0.07
C -2.27563 -3.75807 1.36717 0.5 0.7 0.0 -0.30
O -2.90088 -4.71041 2.19723 0.1 -1.0 -0.5 0.14
C -3.00340 -5.83389 1.43306 -0.6 -2.3 0.6 -0.51
O -3.23659 -6.94539 1.87810 0.3 2.2 -1.0 0.12
O -2.80521 -5.56470 0.10651 -0.2 -0.9 1.3 0.07
F -2.75884 -2.53552 1.68267 0.4 -0.5 0.0 0.05
H -3.67239 -3.74338 -0.28596 0.7 -0.2 0.3 0.10
H -1.96506 -3.88052 -0.76486 0.0 -0.2 0.2 0.15
H -1.19259 -3.78400 1.52798 -0.1 0.3 0.1 0.18
C 3.00068 4.75711 -6.11266 0.1 0.3 -1.2 -0.08
C 3.42437 5.15860 -4.74117 -0.2 0.5 0.6 -0.33
O 2.79912 4.20626 -3.91111 0.4 -0.4 -0.7 0.14
C 2.69660 3.08278 -4.67528 -0.9 -3.4 1.2 -0.49
O 2.46341 1.97128 -4.23024 0.6 2.9 -1.5 0.13
O 2.89479 3.35196 -6.00183 0.0 -0.2 0.8 0.07
F 2.94116 6.38115 -4.42566 0.1 0.3 0.1 0.08
H 2.02761 5.17328 -6.39430 0.1 0.1 0.3 0.15
H 3.73494 5.03615 -6.87319 -0.1 -0.2 0.1 0.14
H 4.50741 5.13267 -4.58035 -0.1 0.2 0.1 0.18
C -7.53626 -2.99223 2.43623 -0.1 0.0 1.2 -0.07
C -8.33323 -3.23756 1.20078 -0.8 0.1 -0.1 -0.34
O -7.49821 -2.76111 0.16994 0.8 -0.5 0.4 0.15
C -6.22867 -2.93363 0.63381 2.2 0.2 -1.1 -0.46
O -5.23236 -2.89725 -0.06899 -2.9 0.3 1.5 0.13
O -6.20809 -3.16038 1.98275 0.2 0.0 -1.5 0.07
F -9.46738 -2.50179 1.20446 -0.4 0.1 -0.1 0.08
H -7.66079 -1.97635 2.82594 -0.1 -0.1 -0.2 0.15
H -7.77208 -3.70441 3.23158 0.2 0.0 -0.2 0.15
H -8.57282 -4.29138 1.02309 -0.2 0.5 0.1 0.15
C -3.94642 2.20847 7.83647 0.2 1.2 -0.5 -0.07
C -4.18497 1.53498 9.14460 -0.5 0.0 0.5 -0.33
O -4.38320 0.18545 8.78912 0.7 0.2 -0.4 0.14
C -3.65482 0.00787 7.65132 0.9 -2.9 -1.6 -0.50
O -3.35317 -1.08237 7.19495 -0.8 2.7 1.1 0.15
O -3.29633 1.20150 7.08723 -0.1 -1.0 0.4 0.07
F -5.31722 1.99355 9.72372 -0.1 0.1 0.3 0.08
H -4.87526 2.49402 7.33139 0.0 -0.1 0.3 0.15
H -3.31353 3.09464 7.93422 0.0 -0.2 -0.1 0.15
H -3.34888 1.61148 9.84789 -0.2 0.0 0.1 0.18
C 7.20130 -4.61599 -4.38592 1.1 1.0 -0.1 -0.06
C 6.91481 -5.82054 -3.55606 0.1 -0.1 1.0 -0.33
O 5.53758 -6.04107 -3.75973 0.1 0.1 -1.1 0.15
C 5.28252 -5.56047 -5.00899 -2.5 -0.4 -1.4 -0.49
O 4.27511 -5.81521 -5.64781 2.3 0.7 1.3 0.14
O 6.29766 -4.76357 -5.46277 -1.0 -0.7 0.0 0.06
F 7.11519 -5.56133 -2.24445 0.1 -0.2 0.1 0.09
H 6.98925 -3.67904 -3.86005 0.0 -0.2 0.1 0.15
H 8.23481 -4.59235 -4.74184 -0.3 0.0 -0.1 0.15
H 7.47799 -6.71260 -3.85028 0.0 0.0 0.2 0.17
C -6.66989 -6.99003 -1.70096 1.2 -0.5 0.4 -0.07
C -7.96626 -6.56590 -1.09994 -0.2 0.3 0.2 -0.31
O -8.63213 -5.93034 -2.16745 0.2 -0.7 -0.3 0.15
C -8.16324 -6.54107 -3.29165 -1.0 0.1 -3.3 -0.50
O -8.69501 -6.46099 -4.38649 1.3 -0.2 2.7 0.15
O -7.02755 -7.26147 -3.04123 -1.1 0.4 -0.3 0.08
F -7.76861 -5.65639 -0.11943 0.0 -0.1 0.2 0.07
H -5.91406 -6.19776 -1.68040 -0.2 0.1 0.2 0.15
H -6.25849 -7.87996 -1.21705 -0.1 0.1 -0.2 0.15
H -8.57852 -7.39255 -0.72404 0.0 0.2 0.1 0.18
C -1.09451 9.01802 0.92164 -0.9 -0.3 -0.9 -0.08
C 0.36322 9.30738 1.03554 0.5 0.4 -0.3 -0.33
O 0.55342 9.50230 2.41856 -0.5 -0.7 0.1 0.14
C -0.39946 8.73539 3.01902 -0.4 -0.9 3.1 -0.50
O -0.38528 8.42539 4.19866 -0.1 1.0 -2.8 0.12
O -1.37006 8.34887 2.13584 0.8 0.2 0.8 0.07
F 0.67825 10.45618 0.39627 0.2 0.2 -0.2 0.07
H -1.70331 9.92641 0.86165 0.3 0.1 0.0 0.15
H -1.32658 8.38284 0.06253 0.0 -0.1 0.3 0.15
H 1.01053 8.49617 0.68560 0.0 0.2 0.0 0.18
```
Forces are in eV/Å.

Lowest unoccupied orbital energy ... 1.6 eV
Total charge ... -1
Kohn-Sham gap ... 6.2 eV
Strongest force on any atom ... 0.1107 Eh/bohr